(1)
Molecular formula: C15H39N3O12
Method: DFT, wB97M-V/def2-TZVPD

Geometry as ORCA input:
```
! RIJCOSX wB97M-V def2-TZVPD def2/J DEFGRID3
* xyz 0 1
C 1.4002 -4.4117 0.4911
N 0.5666 -5.1849 -0.4808
O 0.9469 -5.2293 -1.6325
O -0.4299 -5.7236 -0.0417
H 2.1100 -5.1402 0.8730
H 0.7463 -3.9434 1.2112
H 1.9439 -3.6830 -0.1033
C 1.7422 1.4512 7.9101
N 2.1982 1.0336 6.5457
O 3.1595 0.3087 6.4625
O 1.5728 1.4813 5.6001
H 2.3014 0.8662 8.6310
H 0.6853 1.2181 7.9693
H 1.9484 2.5105 8.0000
C -1.0914 -0.5703 -5.1853
N 0.2770 -0.8835 -4.7129
O 0.7568 -1.9542 -5.0363
O 0.8096 -0.0593 -4.0084
H -1.7524 -1.2341 -4.6281
H -1.2203 -0.7954 -6.2366
H -1.3207 0.4494 -4.9119
C -1.6513 -2.1485 -1.7023
O -1.0488 -0.8820 -1.6075
C -0.0673 -0.8030 -0.5873
C -0.7016 -0.2926 0.6880
O 0.2890 0.3007 1.4784
C -0.1124 0.5666 2.7935
H -2.2839 -2.3916 -0.8459
H -0.9001 -2.9436 -1.8520
H -2.2110 -2.1889 -2.6389
H 0.7244 -0.1079 -0.8684
H 0.3821 -1.7930 -0.4579
H -1.2421 -1.0853 1.2249
H -1.4471 0.4558 0.3792
H 0.6794 0.9753 3.4112
H -0.3990 -0.3681 3.3111
H -1.0020 1.2084 2.8678
C 2.6334 2.5285 1.8946
O 3.7970 2.3949 1.1138
C 3.9943 1.0801 0.6196
C 4.3135 0.0211 1.6721
O 5.5189 0.2109 2.3526
C 5.4298 1.0426 3.4798
H 1.7495 2.1450 1.3723
H 2.4821 3.5873 2.0850
H 2.7289 1.9444 2.8154
H 4.7996 1.1584 -0.1068
H 3.0665 0.7526 0.1173
H 4.4056 -0.9273 1.1305
H 3.4480 -0.1038 2.3382
H 5.2557 2.0878 3.2010
H 6.3645 0.9560 4.0275
H 4.6071 0.7362 4.1413
C -5.6450 1.1395 -5.3976
O -4.4718 0.4334 -5.0682
C -4.4297 -0.0236 -3.7289
C -3.6522 0.8973 -2.8330
O -4.1844 2.1789 -2.8640
C -3.8243 2.9866 -1.7657
H -6.5308 0.5007 -5.3090
H -5.5650 1.4483 -6.4421
H -5.7512 2.0513 -4.8055
H -3.9698 -1.0136 -3.7408
H -5.4434 -0.1492 -3.3253
H -2.5796 0.8346 -3.0686
H -3.6931 0.4361 -1.8248
H -2.9445 3.6038 -1.9812
H -3.6184 2.3894 -0.8715
H -4.6499 3.6632 -1.5383
*
```

Kohn-Sham gap = 8.8 eV
Max |F| = 0.0300 Eh/bohr

Löwdin atomic charge list, values in e, 5 entries: number 1, C, carries 0.042; number 2, N, carries -0.459; number 3, O, carries 0.064; number 4, O, carries 0.058; number 5, H, carries 0.104

=====

(2)
Molecular formula: C15H40AsBaF6NO12P2
Method: DFT, wB97M-V/def2-TZVPD

Geometry as ORCA input:
```
! RIJCOSX wB97M-V def2-TZVPD def2/J DEFGRID3
* xyz -2 1
Ba -0.2163 -2.1369 0.4385
O 0.5289 -4.2819 1.7942
H 0.6964 -4.3478 2.7433
O -0.2930 -3.6627 -1.6671
H -0.2602 -3.3777 -2.5880
O -2.5196 -3.3544 0.8629
H -3.2576 -3.3240 1.4858
As 4.0223 -2.8592 -1.1631
F 4.8585 -1.3573 -0.7885
F 3.4560 -2.0811 -2.6189
F 3.2726 -4.2993 -1.5866
F 4.6405 -3.5345 0.3066
F 2.6275 -2.2461 -0.3167
F 5.4574 -3.3711 -1.9917
C 2.2849 -0.0949 2.6296
O 1.8804 -0.4388 1.5457
N 2.6061 -0.9371 3.6481
C 3.1016 -0.4189 4.8949
C 2.6280 -2.3889 3.4875
H 2.5024 0.9533 2.9201
H 2.5060 -0.8436 5.7112
H 2.9842 0.6629 4.9672
H 4.1539 -0.6801 5.0454
H 3.6616 -2.7362 3.3833
H 2.1521 -2.8636 4.3430
H 2.1292 -2.6729 2.5586
C -5.3066 -0.8561 1.2092
C -3.7999 -0.7313 1.1899
O -3.4464 0.6855 1.3119
P -2.0838 1.0185 2.0093
O -1.0041 0.0709 1.8041
O -1.7696 2.4787 1.4782
C -1.9061 2.7250 0.0636
C -1.3164 4.0993 -0.2288
O -2.4244 1.2601 3.5242
C -3.5943 1.9720 3.9214
C -4.4200 1.0818 4.8157
H -5.7373 -0.3313 0.3451
H -5.5836 -1.9051 1.1965
H -5.7349 -0.2976 2.0482
H -3.3966 -1.2873 2.0373
H -3.3438 -1.1716 0.3077
H -1.3521 1.9659 -0.4915
H -2.9549 2.6569 -0.2234
H -0.3125 3.9461 -0.6521
H -1.8559 4.6585 -0.9867
H -1.0724 4.6192 0.6965
H -3.2571 2.8442 4.4861
H -4.1831 2.2816 3.0572
H -4.7153 0.1726 4.2888
H -3.8010 0.7254 5.6447
H -5.2829 1.6012 5.2303
C 1.8034 -1.4830 -5.3918
C 0.6859 -1.7618 -4.3892
O -0.0127 -0.5324 -4.0534
P 0.3525 0.2284 -2.7296
O -0.1012 -0.3959 -1.5005
O 1.8717 0.5048 -2.8938
C 2.6541 0.6661 -1.6754
C 2.6961 2.1177 -1.2627
O -0.3451 1.6438 -2.9806
C -0.1420 2.3295 -4.2066
C -0.6166 3.7567 -4.0640
H 2.0661 -0.4303 -5.4629
H 2.6938 -2.0785 -5.1836
H 1.5450 -1.8183 -6.4084
H -0.0879 -2.3820 -4.8287
H 1.1074 -2.2274 -3.4980
H 2.2389 0.0658 -0.8674
H 3.6350 0.2436 -1.8625
H 3.2751 2.1732 -0.3345
H 3.1592 2.7719 -2.0014
H 1.6979 2.4683 -0.9844
H 0.9293 2.3700 -4.4373
H -0.6292 1.8075 -5.0290
H -1.5006 3.7965 -3.4150
H 0.1227 4.4466 -3.6684
H -1.0477 4.1291 -4.9998
*
```

Kohn-Sham gap = 4.4 eV
Max |F| = 0.0655 Eh/bohr

Löwdin atomic charge list, values in e, 5 entries: number 1, Ba, carries 1.906; number 2, O, carries -0.660; number 3, H, carries -0.172; number 4, O, carries -0.648; number 5, H, carries -0.185

=====

(3)
Molecular formula: C15H40AsF6O15S5
Method: DFT, wB97M-V/def2-TZVPD

Geometry as ORCA input:
```
! RIJCOSX wB97M-V def2-TZVPD def2/J DEFGRID3
* xyz -1 1
As -2.2892 -23.8175 4.0449
F -2.8435 -24.8026 2.7470
F -2.8410 -22.3855 3.2381
F -1.8116 -22.8271 5.3917
F -1.6756 -25.2244 4.8377
F -0.7216 -23.5455 3.3499
F -3.8504 -23.9500 4.7957
O -1.6111 -29.7684 2.8718
S -2.9562 -29.4510 3.2332
O -4.0162 -30.3468 2.9372
O -3.0067 -29.2537 4.8095
C -1.9194 -28.5203 5.4110
C -2.4310 -27.8372 6.6426
C -3.3562 -27.8314 2.6619
H -1.5097 -27.7899 4.7094
H -1.0939 -29.2076 5.6042
H -1.7393 -27.0723 6.9869
H -2.6838 -28.5465 7.4331
H -3.3861 -27.3572 6.4094
H -3.0035 -27.7721 1.6377
H -2.9017 -27.0805 3.3000
H -4.4303 -27.7384 2.8060
O -7.1014 -19.4300 4.7770
S -6.5841 -20.4646 3.9409
O -7.2506 -20.7966 2.7316
O -5.1151 -20.1112 3.4850
C -4.2038 -19.5639 4.4599
C -3.8950 -18.1131 4.1539
C -6.2809 -21.9190 4.8739
H -3.3259 -20.2063 4.4947
H -4.6601 -19.6175 5.4521
H -4.8149 -17.6061 3.8577
H -3.1602 -18.0166 3.3565
H -3.5696 -17.5986 5.0580
H -7.2221 -22.4630 4.9222
H -5.8863 -21.7258 5.8679
H -5.5499 -22.4424 4.2606
O -5.3798 -22.5668 10.0423
S -4.5265 -22.5399 8.9081
O -4.6819 -21.5131 7.9266
O -3.0484 -22.4803 9.4833
C -1.9964 -22.3982 8.4783
C -0.9973 -23.5083 8.7154
C -4.5588 -24.1289 8.1080
H -1.4749 -21.4534 8.6373
H -2.4291 -22.4187 7.4840
H -0.5115 -23.4536 9.6876
H -0.2206 -23.5041 7.9481
H -1.4766 -24.4854 8.6047
H -5.5875 -24.4742 8.1594
H -3.8632 -24.7679 8.6423
H -4.2533 -24.0168 7.0673
O -7.0700 -24.2155 -1.8056
S -6.8626 -23.5899 -0.5411
O -6.9428 -24.3334 0.6744
O -5.4452 -22.9091 -0.6229
C -4.8894 -22.4007 0.6543
C -3.5142 -21.9728 0.1992
C -7.9337 -22.1751 -0.4783
H -4.8915 -23.1847 1.4092
H -5.5832 -21.6431 1.0170
H -3.6714 -21.2479 -0.6004
H -2.7705 -22.7262 -0.0381
H -3.0560 -21.3924 1.0088
H -7.9665 -21.7969 -1.4940
H -7.6562 -21.5407 0.3586
H -8.9306 -22.5668 -0.2614
O 2.5139 -24.2337 -0.9447
S 1.9583 -24.0192 0.3454
O 2.6785 -24.4348 1.5082
O 1.6543 -22.4742 0.4242
C 1.4268 -21.8511 1.7138
C 0.1435 -21.0442 1.6337
C 0.3361 -24.6971 0.3662
H 2.2783 -21.2183 1.9664
H 1.3652 -22.6215 2.4793
H 0.2694 -20.0415 1.2305
H -0.1823 -20.9218 2.6705
H -0.6003 -21.6278 1.0980
H 0.4216 -25.7423 0.0805
H -0.2955 -24.1225 -0.3062
H -0.1094 -24.6293 1.3599
*
```

Kohn-Sham gap = 11.4 eV
Max |F| = 0.0441 Eh/bohr

Löwdin atomic charge list, values in e, 5 entries: number 1, As, carries 0.714; number 2, F, carries -0.231; number 3, F, carries -0.240; number 4, F, carries -0.249; number 5, F, carries -0.233

=====

(4)
Molecular formula: C15H40BN2NaO
Method: DFT, wB97M-V/def2-TZVPD

Geometry as ORCA input:
```
! RIJCOSX wB97M-V def2-TZVPD def2/J DEFGRID3
* xyz 0 1
Na 0.1984 -0.5965 -0.2682
B 0.8557 -2.9179 -1.1537
H 1.2201 -3.9701 -1.6230
H -0.1879 -2.5725 -1.6557
H 0.6060 -3.0155 0.0275
H 1.6963 -2.0708 -1.3234
C 4.1289 1.3352 -1.8946
C 2.7758 0.6959 -1.5888
N 2.2328 0.9179 -0.2410
C 2.2103 2.3267 0.1592
C 1.5059 3.2132 -0.8559
C 2.9297 0.0815 0.7362
C 2.3655 0.2147 2.1562
H 4.1751 2.3860 -1.5996
H 4.3052 1.3245 -2.9720
H 4.9721 0.8239 -1.4308
H 2.0539 1.0142 -2.3418
H 2.8956 -0.3807 -1.7152
H 1.6676 2.3768 1.1040
H 3.2252 2.7033 0.3568
H 1.2723 4.1822 -0.4141
H 2.1295 3.3821 -1.7329
H 0.5666 2.7562 -1.1682
H 4.0150 0.2449 0.7583
H 2.7352 -0.9580 0.4546
H 1.2902 0.3941 2.1377
H 2.7864 1.0858 2.6692
H 2.6149 -0.6713 2.7337
C -1.8401 1.8305 0.9102
C -2.2134 1.5984 -0.5414
N -2.0097 0.2106 -0.9753
C -2.0143 0.1681 -2.4528
C -0.6699 0.4842 -3.0728
C -3.1147 -0.6255 -0.4739
C -2.8884 -2.1180 -0.6349
H -1.9994 2.8669 1.2100
H -0.7949 1.5800 1.1062
H -2.4455 1.2233 1.5873
H -3.2469 1.9146 -0.7510
H -1.5821 2.2267 -1.1741
H -2.2882 -0.8361 -2.7693
H -2.7768 0.8605 -2.8392
H 0.0901 -0.2578 -2.8235
H -0.7703 0.5049 -4.1608
H -0.3103 1.4834 -2.8077
H -4.0505 -0.3281 -0.9707
H -3.2091 -0.4290 0.5963
H -2.8628 -2.4391 -1.6743
H -3.7292 -2.6540 -0.1829
H -1.9781 -2.4395 -0.1353
C -2.0325 -2.9739 2.7195
C -1.3007 -1.6811 2.9330
O -0.6717 -1.1633 2.0328
C -1.4257 -1.0022 4.2677
H -1.4716 -3.5721 2.0023
H -3.0365 -2.8010 2.3291
H -2.1509 -3.5256 3.6526
H -1.5808 -1.6995 5.0885
H -2.3007 -0.3454 4.2154
H -0.5667 -0.3668 4.4746
*
```

Kohn-Sham gap = 8.8 eV
Max |F| = 0.0191 Eh/bohr

Löwdin atomic charge list, values in e, 5 entries: number 1, Na, carries 0.228; number 2, B, carries -0.385; number 3, H, carries -0.041; number 4, H, carries -0.049; number 5, H, carries -0.039

=====

(5)
Molecular formula: C15H40F24N11O26P3S6
Method: DFT, wB97M-V/def2-TZVPD

Geometry as ORCA input:
```
! RIJCOSX wB97M-V def2-TZVPD def2/J DEFGRID3
* xyz -4 1
C 3.4656 -2.6326 3.2453
C 2.7015 -3.0825 4.4470
O 2.1135 -4.0938 4.5867
N 2.4843 -1.9590 5.4387
H 3.1593 -1.1847 5.3514
H 1.5309 -1.5625 5.2982
C 2.3085 -2.4306 6.8522
H 2.8311 -1.8559 2.8037
H 3.8350 -3.3876 2.5627
H 4.3488 -2.0650 3.5659
H 1.5066 -3.1639 6.8243
H 2.1159 -1.6379 7.5661
H 3.2057 -2.9646 7.1692
C -6.6261 -2.9000 -2.6364
C -6.1116 -1.5256 -2.8654
O -6.2223 -0.8784 -3.8509
N -5.2261 -0.9491 -1.7640
H -5.5369 0.0201 -1.6102
H -5.5600 -1.3868 -0.8639
C -3.7633 -1.0768 -2.0675
H -7.4641 -2.7729 -1.9489
H -5.9038 -3.5752 -2.1753
H -6.9678 -3.3290 -3.5741
H -3.4873 -2.0932 -1.8003
H -3.2347 -0.3540 -1.4485
H -3.4760 -0.8318 -3.0878
C 0.2844 -0.7010 1.7801
C -0.2937 -0.1655 0.5434
O -0.9549 -0.8110 -0.2111
N 0.0871 1.2405 0.1737
H -0.7957 1.6868 -0.0783
H 0.5219 1.7115 0.9726
C 0.9773 1.2057 -1.0815
H -0.1173 -0.1032 2.6066
H 1.3709 -0.6126 1.7399
H -0.0033 -1.7372 1.9261
H 0.7366 0.3518 -1.7049
H 1.9751 1.0711 -0.6726
H 0.8115 2.1305 -1.6226
C 4.3832 -3.4813 -2.2976
C 3.2162 -3.2438 -3.1882
O 2.9618 -3.8870 -4.1615
N 2.3963 -2.0127 -2.9030
H 2.3929 -2.0828 -1.8654
H 2.9115 -1.1420 -3.0900
C 1.0028 -2.0760 -3.4683
H 4.8963 -4.3572 -2.6812
H 4.0212 -3.5000 -1.2649
H 5.0679 -2.6310 -2.4027
H 1.0911 -1.6465 -4.4619
H 0.3264 -1.4222 -2.9256
H 0.5995 -3.0807 -3.5147
C -3.1794 4.5727 -4.5810
C -1.9116 5.2246 -4.1353
O -1.1633 5.7213 -4.9185
N -1.7752 5.4412 -2.6670
H -1.8968 6.4440 -2.5482
H -2.5404 4.8820 -2.2447
C -0.3948 5.0292 -2.1837
H -3.9737 5.2814 -4.8204
H -3.4708 3.7210 -3.9677
H -2.9243 4.1794 -5.5665
H 0.3397 5.6112 -2.7372
H -0.1538 4.0060 -2.4739
H -0.3091 5.1572 -1.1085
P 0.8322 4.3899 2.0300
F 0.5539 3.1459 3.0262
F -0.4706 3.8753 1.1254
F -0.1476 5.3537 2.8650
F 1.1850 5.4651 0.8726
F 2.0741 4.8993 2.8929
F 1.8102 3.3690 1.1974
P -1.3983 1.0404 -4.2566
F -2.8876 1.5360 -3.7696
F -0.6711 2.4471 -3.8644
F -1.0939 0.5068 -2.7924
F -0.0319 0.4519 -4.8839
F -2.1122 -0.3170 -4.8084
F -1.7291 1.7741 -5.6977
P -1.3824 -2.1725 5.6149
F -0.1135 -2.8050 4.8084
F -1.3243 -3.3320 6.7643
F -0.2985 -1.3287 6.4655
F -2.6493 -1.5106 6.3987
F -1.5511 -0.9443 4.5800
F -2.3228 -3.1385 4.7199
N -6.0302 -2.3237 0.5373
S -5.1974 -3.5696 0.9576
O -5.2835 -4.7587 0.1436
O -5.1270 -3.7792 2.3755
F -3.7555 -2.9604 0.6116
S -7.5603 -2.8277 0.9686
O -7.9831 -2.3560 2.2552
O -8.0139 -4.1259 0.5798
F -8.3028 -1.8121 -0.0548
N 3.4392 0.7376 5.1451
S 3.5649 1.4203 3.7532
O 4.1124 2.7500 3.6501
O 2.7073 1.0372 2.6650
F 4.9093 0.5958 3.3508
S 2.0000 1.3640 5.5889
O 0.8546 0.6069 5.1661
O 1.8568 2.7841 5.6621
F 2.0710 0.9251 7.1414
N 6.9983 0.1755 -1.1825
S 6.7723 0.4174 -2.7012
O 6.2396 1.6856 -3.0633
O 6.4125 -0.7556 -3.4898
F 8.3322 0.5377 -3.1391
S 5.3835 0.2928 -0.7424
O 4.5173 -0.7498 -1.2057
O 4.8256 1.5982 -0.6149
F 5.5899 -0.1178 0.7807
N -3.5547 2.7208 -1.2441
O -4.4618 1.9536 -1.6199
O -3.6873 3.9563 -1.4583
O -2.4985 2.3404 -0.7349
N 2.9571 2.0392 -3.8484
O 3.5787 2.2176 -4.9251
O 3.0369 0.9177 -3.2756
O 2.2579 2.9537 -3.3648
N 2.5701 -2.7272 0.9635
O 1.9097 -3.1162 1.9559
O 1.9402 -2.1802 0.0055
O 3.8072 -2.8753 0.9069
*
```

Kohn-Sham gap = 6.0 eV
Max |F| = 0.1638 Eh/bohr

Löwdin atomic charge list, values in e, 5 entries: number 1, C, carries -0.057; number 2, C, carries -0.383; number 3, O, carries 0.156; number 4, N, carries 0.080; number 5, H, carries 0.106

=====

(6)
Molecular formula: C15H40O5
Method: DFT, wB97M-V/def2-TZVPD

Geometry as ORCA input:
```
! RIJCOSX wB97M-V def2-TZVPD def2/J DEFGRID3
* xyz 0 1
C -0.0462 1.0046 0.6938
C 0.0045 -0.3098 -0.1619
C -1.3448 -1.0217 -0.0333
O 0.1034 0.0204 -1.5017
H -0.2621 0.7812 1.7386
H -0.8263 1.7237 0.4438
H 0.9308 1.4782 0.5968
H 0.7855 -1.0191 0.1118
H -1.4668 -1.1661 1.0402
H -1.3204 -2.0681 -0.3376
H -2.2780 -0.5266 -0.3019
H -0.1713 0.9351 -1.5992
C -4.4151 1.4509 3.8450
C -3.0233 0.8242 3.9200
C -2.8369 0.0179 5.2496
O -3.0508 -0.1895 2.8972
H -4.4873 2.2751 4.5547
H -5.1125 0.6602 4.1215
H -4.5677 1.8354 2.8366
H -2.2095 1.5033 3.6660
H -1.8933 -0.5248 5.1921
H -3.6168 -0.7249 5.4169
H -2.8799 0.6419 6.1423
H -3.8405 -0.7087 3.0659
C 3.0292 3.6160 -1.8569
C 4.4983 3.7169 -2.2792
C 4.9085 4.9058 -3.1331
O 5.3042 3.7223 -1.1158
H 2.7828 4.3245 -1.0661
H 2.8063 2.6344 -1.4387
H 2.3366 3.6777 -2.6964
H 4.8773 2.7980 -2.7264
H 4.8865 4.6839 -4.2001
H 5.9535 5.2098 -3.0728
H 4.2669 5.7336 -2.8312
H 5.5090 2.8185 -0.8654
C 3.3543 -0.8238 -5.5088
C 2.3014 -0.2603 -4.4796
C 0.8950 -0.2129 -5.0485
O 2.4924 -1.0109 -3.3469
H 4.3518 -1.0645 -5.1412
H 3.4785 -0.0952 -6.3098
H 3.0777 -1.7620 -5.9899
H 2.4499 0.7958 -4.2545
H 0.6470 -1.1994 -5.4402
H 0.8198 0.3902 -5.9533
H 0.0893 0.1223 -4.3954
H 1.7949 -0.8341 -2.7114
C -1.3265 -4.5896 3.1699
C -2.5103 -3.6275 3.0811
C -3.3618 -3.9014 1.8405
O -3.1891 -3.9033 4.2901
H -0.6235 -4.1886 2.4397
H -1.6715 -5.5952 2.9297
H -0.8297 -4.6551 4.1379
H -2.1983 -2.5873 2.9882
H -2.7253 -3.8953 0.9556
H -4.1672 -3.1795 1.7055
H -3.9477 -4.8146 1.7366
H -2.5347 -3.8422 4.9898
*
```

Kohn-Sham gap = 10.3 eV
Max |F| = 0.0657 Eh/bohr

Löwdin atomic charge list, values in e, 5 entries: number 1, C, carries -0.037; number 2, C, carries -0.461; number 3, C, carries -0.066; number 4, O, carries -0.063; number 5, H, carries 0.068